*1*
The following is a DFT calculation (ωB97M-V with the def2-TZVPD basis set) of the molecule C5H10N4O2.

Results
* gap between HOMO and LUMO: 10.4 eV
* structure (SMILES): CC(C)[C@H]1N=NCN1[N+](=O)[O-]

Last column: Mulliken charge in e.
Cartesian coordinates (Å):
C (-1.2199, -1.4454, -0.1228)  -1.114
C (0.1560, -1.1339, -0.6432)  0.513
C (0.4034, -1.3182, -2.1092)  -1.313
C (0.4108, 0.3576, -0.2846)  -0.476
N (-0.4192, 1.2960, -0.8825)  -0.055
N (-0.9931, 1.9953, -0.1265)  -0.452
C (-0.8185, 1.7726, 1.3068)  -0.187
N (0.2366, 0.7893, 1.3519)  -0.099
N (1.4243, 1.0561, 1.9448)  1.068
O (1.6433, 2.0999, 2.4854)  -0.669
O (2.2161, 0.1915, 1.7674)  -0.617
H (-1.1780, -1.8635, 0.9472)  0.258
H (-1.7298, -2.2524, -0.6726)  0.420
H (-1.6810, -0.4841, -0.1060)  0.266
H (0.9786, -1.5745, -0.0547)  0.251
H (-0.2859, -0.6572, -2.7493)  0.325
H (0.1779, -2.4491, -2.3477)  0.322
H (1.4555, -1.2209, -2.4444)  0.362
H (1.4854, 0.5142, -0.5632)  0.587
H (-0.4407, 2.7224, 1.5345)  0.306
H (-1.8216, 1.6043, 1.7686)  0.305

*2*
The following is a DFT calculation (ωB97M-V with the def2-TZVPD basis set) of the molecule C5H10N4O2.

Results
* gap between HOMO and LUMO (alpha / beta): 7.1 / 7.1 eV

Last column: Mulliken charge in e.
Cartesian coordinates (Å):
C (0.1844, 0.9978, 0.8033)  -1.112
C (1.4631, 0.9938, 0.5480)  0.702
C (-0.6692, -0.1483, 0.6107)  0.376
C (-0.3657, -2.4361, -0.2007)  -0.855
C (3.6257, 1.0657, -0.4770)  -0.746
N (-0.2808, -1.4566, 0.8702)  -0.340
N (-2.0611, 1.3428, -0.3580)  -0.844
N (-1.8555, 0.1477, 0.1272)  0.900
N (2.6708, 0.8669, 0.5678)  -0.333
O (-3.4881, 1.5712, -0.4205)  -0.552
O (-2.8468, -0.8310, 0.0454)  -0.488
H (-0.3157, 1.9339, 0.9968)  0.366
H (-0.0812, -3.4073, 0.1987)  0.343
H (0.2876, -2.1937, -1.0484)  0.268
H (-1.3932, -2.4902, -0.5497)  0.277
H (4.2934, 1.8721, -0.1751)  0.282
H (4.2141, 0.1526, -0.5636)  0.280
H (3.1791, 1.3059, -1.4466)  0.311
H (0.6252, -1.4645, 1.3227)  0.347
H (-3.5389, 2.5041, -0.6552)  0.365
H (-3.6473, -0.3269, -0.1962)  0.454

Energetically preferred structure: *1* | next structure: +0.712 eV

*1*
The following is a DFT calculation (ωB97M-V with the def2-TZVPD basis set) of a cluster of 3 separate species, C2H10NO3 in total.

Results
* total charge: -1
* gap between HOMO and LUMO: 8.1 eV

Last column: Mulliken charge in e.
Cartesian coordinates (Å):
C (1.6363, 1.3331, -1.0409)  -0.744
N (1.3119, -0.0139, -1.4078)  -0.541
C (0.3240, -0.5868, -0.3211)  -0.548
O (-0.7666, 0.1734, -0.0243)  -0.960
H (2.2188, 1.9435, -1.7397)  0.325
H (2.3059, 1.3441, -0.1643)  0.223
H (0.7517, 1.9645, -0.8212)  0.242
H (0.7238, 0.0605, -2.3383)  0.253
H (0.9521, -0.6584, 0.4742)  0.399
H (0.2510, -1.5909, -0.7427)  0.355
H (-2.6139, -2.1816, 0.3457)  0.252
H (-1.7562, -1.0263, -0.3445)  0.481
O (-2.3636, -1.8059, -0.4969)  -0.726
H (-0.1404, 0.3565, 2.0474)  0.405
H (0.1138, 1.7784, 2.5058)  0.310
O (0.1613, 0.8361, 2.8716)  -0.725

*2*
The following is a DFT calculation (ωB97M-V with the def2-TZVPD basis set) of a cluster of 3 separate species, C2H10NO3 in total.

Results
* total charge: -1
* gap between HOMO and LUMO: 7.9 eV

Last column: Mulliken charge in e.
Cartesian coordinates (Å):
C (0.5182, -1.2275, -0.0381)  -0.343
O (-0.1147, -0.1981, 0.5747)  -0.862
C (0.4486, -1.2258, -1.6367)  -0.427
N (-0.0441, 0.0910, -2.0889)  -0.715
H (-0.0512, -2.1657, 0.1782)  0.189
H (1.5491, -1.3750, 0.3509)  0.249
H (-0.2936, -1.9709, -1.9806)  0.180
H (1.4053, -1.5130, -2.1248)  0.219
H (-0.3421, 0.4858, -1.1769)  0.296
H (-0.7800, -0.0578, -2.7585)  0.196
H (-0.5390, 1.3038, 0.8809)  0.575
H (-0.1505, 2.7950, 0.2285)  0.269
O (-0.6191, 2.3190, 0.8959)  -0.829
H (-0.3855, 1.6416, 2.5791)  0.380
H (-0.2727, 0.1267, 2.8323)  0.350
O (-0.3287, 0.9709, 3.2840)  -0.725

Energetically preferred structure: *2* | next structure: +0.177 eV

*1*
The following is a DFT calculation (ωB97M-V with the def2-TZVPD basis set) of a cluster of 3 separate species, H5OS2 in total.

Results
* total charge: +1
* gap between HOMO and LUMO: 4.0 eV

Last column: Mulliken charge in e.
Cartesian coordinates (Å):
O (-2.7124, -1.4693, 0.0284)  -0.566
H (-2.3613, -0.8567, -0.6041)  0.299
H (-2.0227, -1.9795, 0.4486)  0.303
H (0.9792, 0.9057, 0.2837)  0.399
S (0.8569, -0.6511, -0.7035)  -0.014
S (1.8828, 2.0447, 0.1406)  -0.010
H (1.4882, -1.3079, 0.2920)  0.315
H (1.8892, 3.3141, 0.1143)  0.274

*2*
The following is a DFT calculation (ωB97M-V with the def2-TZVPD basis set) of a cluster of 3 separate species, H5OS2 in total.

Results
* total charge: +1
* gap between HOMO and LUMO: 4.7 eV

Last column: Mulliken charge in e.
Cartesian coordinates (Å):
O (-1.6111, -0.7152, 2.3053)  -0.484
H (-2.5210, -0.4415, 2.4426)  0.374
H (-1.6562, -0.8664, 1.3675)  0.298
H (1.6028, -0.0756, -0.9802)  0.081
S (-0.4608, 0.0853, -0.2521)  0.093
S (2.6570, 0.4669, -1.6303)  0.022
H (-1.4530, 0.9643, -0.5246)  0.296
H (3.4421, 0.5822, -2.7282)  0.320

*3*
The following is a DFT calculation (ωB97M-V with the def2-TZVPD basis set) of a cluster of 3 separate species, H5OS2 in total.

Results
* total charge: +1
* gap between HOMO and LUMO: 3.7 eV

Last column: Mulliken charge in e.
Cartesian coordinates (Å):
O (0.3104, 1.8155, -2.2845)  -0.501
H (1.1902, 1.9141, -2.7009)  0.395
H (0.5010, 1.3163, -1.4299)  0.380
H (-0.2648, -1.0022, 1.6731)  0.047
S (0.3090, -0.6764, -0.9039)  0.154
S (-0.4929, -0.7700, 2.9627)  -0.049
H (-0.1514, -1.8921, -1.2132)  0.301
H (-1.4014, -0.7052, 3.8966)  0.272

Energetically preferred structure: *1* | next structure: +0.441 eV

*1*
The following is a DFT calculation (ωB97M-V with the def2-TZVPD basis set) of the molecule C6H11N3O3S.

Results
* gap between HOMO and LUMO: 9.3 eV
* structure (SMILES): [H]/N=C1/C=C[C@@H](N)[C@@](N)(S(=O)(=O)O)C1

Last column: Mulliken charge in e.
Cartesian coordinates (Å):
H (-1.9715, 2.6970, 1.8842)  0.254
N (-2.0157, 2.4838, 0.8635)  -0.814
C (-1.4322, 1.4267, 0.4614)  0.574
C (-1.3031, 1.1917, -0.9513)  -0.428
C (-1.0368, -0.0284, -1.4607)  -0.639
C (-0.9788, -1.1476, -0.5214)  -0.108
N (-0.3749, -2.3627, -0.9140)  -0.624
C (0.2548, -0.3832, 0.6388)  0.148
N (1.0178, -1.4109, 1.3546)  -0.739
S (1.5092, 0.3757, -0.5108)  1.248
O (1.2387, 1.6630, -1.0984)  -0.585
O (2.0068, -0.6425, -1.3737)  -0.641
O (2.6144, 0.7912, 0.7426)  -0.607
C (-0.4547, 0.6608, 1.4145)  -1.025
H (-1.4536, 1.9291, -1.6433)  0.522
H (-0.9586, -0.2833, -2.4899)  0.384
H (-1.8868, -1.3138, -0.0010)  0.605
H (0.4986, -2.2001, -1.6029)  0.264
H (-0.9826, -3.0733, -1.3145)  0.255
H (1.1217, -2.1639, 0.6292)  0.409
H (1.8454, -0.9596, 1.6131)  0.376
H (3.2934, 1.4214, 0.3504)  0.374
H (0.3634, 1.2582, 1.6537)  0.479
H (-0.9150, 0.0707, 2.2760)  0.317

*2*
The following is a DFT calculation (ωB97M-V with the def2-TZVPD basis set) of a cluster of 2 separate species, C6H11N3O3S in total.

Results
* gap between HOMO and LUMO (alpha / beta): 8.1 / 8.1 eV

Last column: Mulliken charge in e.
Cartesian coordinates (Å):
C (1.1761, 3.5730, 0.1401)  -0.184
C (2.5356, 2.0008, -0.4986)  -0.100
C (-2.1743, -0.6347, -1.6591)  -0.828
C (2.1050, -1.4420, 1.2114)  -0.851
C (-2.1647, 0.1254, -0.3067)  0.180
C (0.8466, 0.1929, -0.5628)  -0.783
N (2.4403, 3.3246, -0.0393)  -0.546
N (0.4615, 2.3756, -0.0520)  -0.202
N (1.3182, 1.4629, -0.5153)  0.292
O (1.3513, -2.2208, -1.2120)  -0.661
O (3.3886, -0.7351, -1.0895)  -0.637
O (-2.2510, 1.3026, -0.1934)  -0.559
S (2.0336, -1.0965, -0.5919)  0.983
H (0.8089, 4.4359, 0.4929)  0.468
H (3.3947, 1.6784, -0.9673)  0.512
H (-3.2788, -0.8161, -1.6933)  0.374
H (-1.6318, -1.5569, -1.4290)  0.298
H (-1.6845, 0.0165, -2.3266)  0.270
H (1.0678, -1.2692, 1.3807)  0.260
H (2.5253, -2.4427, 1.1443)  0.378
H (2.7765, -0.6333, 1.3758)  0.322
H (-2.0119, -0.4572, 0.6753)  0.306
H (-0.0422, 0.0086, -1.1186)  0.427
H (-0.5131, 2.2708, -0.2761)  0.284

Energetically preferred structure: *1* | next structure: +1.680 eV